This record from the OMol25 dataset describes a molecular structure, C3H5NO at a distorted geometry. The level of theory is ωB97M-V/def2-TZVPD.

Geometry as XYZ:
```
10
Properties=species:S:1:pos:R:3:forces:R:3:mulliken_charge:R:1
C -1.078 0.803 0.192 1.955 -0.810 2.425 -0.53
O -0.674 0.227 -0.994 1.674 -1.201 0.210 -0.35
C 0.538 -0.658 -0.802 -1.957 1.236 -0.964 -0.08
C 0.967 -0.589 0.604 2.235 -1.882 -0.850 0.20
N 1.864 -1.111 1.131 -0.439 0.625 1.091 -0.47
H -2.026 0.418 0.597 0.205 0.197 -0.338 0.27
H -0.978 1.898 0.237 -0.188 -0.372 -0.247 0.27
H -0.134 0.347 1.066 -2.816 1.703 -1.325 0.19
H 1.372 -0.309 -1.431 -0.527 -0.011 0.068 0.24
H 0.301 -1.708 -1.035 -0.143 0.514 -0.069 0.24
```
Forces are in eV/Å.

Values from the calculation:
Energy above the lowest of the compared OMol25 structures with the same formula, charge and spin: 322.63 kJ/mol
Calculated total energy: -6726.2288 eV